Formula: C49H114F3N6O6S
Source: OMol25
Level of theory: wB97M-V/def2-TZVPD

Properties
- Energy: -92826.0859 eV
- LUMO level: -0.2448 hartree
- Kohn-Sham gap: 7.83 eV

```
! wB97M-V def2-TZVPD RIJCOSX def2/J DEFGRID3
* xyz 5 1
C -7.8544 9.2247 10.1710
N -6.8360 8.6675 9.1623
C -5.4408 8.9817 9.8472
C -6.9079 7.1634 8.9459
C -6.9462 9.3947 7.7437
C -8.3629 9.4885 7.1319
O -9.2495 8.4404 7.4334
H -7.6138 8.7057 11.0988
H -8.9158 9.1576 9.9322
H -7.6226 10.2813 10.3052
H -4.6192 8.5379 9.2848
H -5.5013 8.5502 10.8463
H -5.2364 10.0522 9.8283
H -6.0786 6.8355 8.3191
H -7.8398 6.8044 8.5091
H -6.7038 6.8542 9.9710
H -6.2720 8.8631 7.0722
H -6.5603 10.3935 7.9474
H -8.2836 9.4506 6.0454
H -9.0282 10.3398 7.2756
H -10.1619 8.6043 7.1837
C -19.9405 17.0041 11.4807
N -18.5138 17.1143 10.8378
C -18.0578 18.5987 10.8342
C -17.5533 16.3180 11.7725
C -18.4865 16.6226 9.3215
C -19.4464 15.4114 9.1326
O -18.9363 14.4245 9.9719
H -20.2167 15.9636 11.6512
H -20.6621 17.4857 10.8209
H -19.8815 17.3656 12.5073
H -18.7842 19.0773 10.1775
H -17.0319 18.7310 10.4904
H -18.1421 18.9333 11.8681
H -17.6108 16.8122 12.7424
H -16.5403 16.4117 11.3813
H -17.7998 15.2590 11.8486
H -17.4375 16.3623 9.1802
H -18.5010 17.4111 8.5691
H -19.5589 14.7580 8.2674
H -20.4777 15.7411 9.2586
H -18.8908 13.5573 9.5627
C -18.2464 2.7047 9.1733
N -18.8863 2.5156 7.8662
C -18.9306 1.0380 7.4758
C -20.2988 3.0058 8.1733
C -18.3237 3.4511 6.7093
C -16.9032 3.5080 6.5404
O -16.2899 2.2195 6.3885
H -17.1925 2.5712 8.9295
H -18.5482 1.8766 9.8146
H -18.4783 3.6677 9.6283
H -19.5608 0.4951 8.1801
H -17.9755 0.6038 7.7713
H -19.2980 0.9609 6.4524
H -20.7474 2.2579 8.8271
H -20.9420 3.0173 7.2934
H -20.3173 3.9865 8.6486
H -18.7763 4.4303 6.8652
H -18.9242 3.2465 5.8230
H -16.3584 4.0627 7.3044
H -16.6614 4.0955 5.6546
H -15.3420 2.2664 6.2440
C -17.2776 4.2638 -3.2803
C -16.0693 5.0606 -2.7424
C -14.7773 4.2025 -2.7104
C -14.6724 3.0234 -1.6783
N -13.4057 2.1467 -1.8669
C -13.2296 1.1066 -0.7520
C -14.0206 -0.1676 -1.0937
C -14.4859 0.0061 -2.5728
C -13.7472 1.1718 -3.1137
C -12.1622 2.9766 -2.1218
C -12.0629 4.1300 -1.0971
C -10.8965 5.0870 -1.1515
H -18.2990 4.4431 -2.9447
H -17.1963 3.2132 -3.0014
H -17.2095 4.2787 -4.3681
H -16.2573 5.4565 -1.7444
H -16.0358 5.9760 -3.3332
H -13.9632 4.9228 -2.6306
H -14.6361 3.7882 -3.7087
H -15.5028 2.3537 -1.9018
H -14.5748 3.2922 -0.6264
H -12.2050 0.7369 -0.7939
H -13.4709 1.4942 0.2378
H -13.3476 -1.0168 -0.9749
H -14.8196 -0.3530 -0.3757
H -14.5724 -0.9442 -3.0996
H -15.5277 0.3046 -2.6897
H -12.7694 0.8508 -3.4727
H -14.2930 1.7067 -3.8909
H -12.3287 3.2978 -3.1500
H -11.3456 2.2585 -2.1969
H -12.0564 3.6823 -0.1033
H -12.9718 4.7256 -1.0122
H -9.9712 4.5556 -0.9289
H -10.8453 5.8193 -0.3457
H -10.9560 5.6902 -2.0574
C -17.4235 18.3823 1.2928
C -17.8733 16.9987 0.8406
C -17.6104 16.6633 -0.6520
C -16.7875 15.4082 -1.0091
N -15.2256 15.6645 -1.0320
C -14.5965 14.3473 -1.5367
C -13.3076 14.0625 -0.7611
C -13.2086 15.0000 0.4001
C -14.5770 15.6538 0.4805
C -14.6197 16.9478 -1.8540
C -15.2656 17.1093 -3.3079
C -14.6931 18.3491 -3.9495
H -17.6524 18.4892 2.3532
H -17.9083 19.1367 0.6731
H -16.3534 18.2622 1.1241
H -18.9558 16.8906 0.9082
H -17.4404 16.2112 1.4575
H -17.0683 17.5723 -0.9125
H -18.5008 16.7749 -1.2706
H -17.1072 15.0527 -1.9886
H -17.0440 14.5775 -0.3517
H -14.5261 14.3886 -2.6236
H -15.3550 13.5653 -1.5019
H -12.4500 14.1388 -1.4296
H -13.2568 13.0585 -0.3399
H -12.4967 15.8101 0.2416
H -12.8879 14.5678 1.3480
H -14.7406 16.6878 0.7843
H -15.2051 15.0040 1.0898
H -13.5432 16.9019 -2.0188
H -14.8305 17.8332 -1.2541
H -16.3471 17.1874 -3.4184
H -14.9910 16.2404 -3.9059
H -14.5959 19.0591 -3.1282
H -15.3930 18.7666 -4.6732
H -13.6857 18.1528 -4.3165
C -27.4556 3.4599 -2.2652
C -28.0700 4.6464 -1.5185
C -27.4644 5.0483 -0.1201
C -28.4133 5.8742 0.7854
N -27.9675 5.8783 2.2842
C -28.9912 6.7071 3.2079
C -28.9443 5.9284 4.5327
C -29.0798 4.5361 4.1248
C -28.0821 4.4542 2.9633
C -26.5066 6.4120 2.4955
C -26.0848 7.7646 1.7177
C -24.9399 8.4785 2.4397
H -27.9157 3.1960 -3.2174
H -27.6084 2.5239 -1.7279
H -26.3826 3.5102 -2.4507
H -29.1056 4.3087 -1.5577
H -28.1018 5.4723 -2.2290
H -26.5492 5.5960 -0.3451
H -27.2208 4.1922 0.5091
H -29.4323 5.5011 0.8880
H -28.5574 6.9001 0.4467
H -28.7984 7.7721 3.0784
H -29.9859 6.5448 2.7925
H -27.9999 5.9354 5.0768
H -29.6739 6.3068 5.2486
H -28.6279 3.8953 4.8820
H -30.0828 4.3004 3.7692
H -27.0990 4.0845 3.2546
H -28.3992 3.7248 2.2179
H -25.8331 5.6335 2.1372
H -26.2986 6.4770 3.5635
H -26.9100 8.3862 1.3701
H -25.6955 7.5806 0.7163
H -24.2342 7.7052 2.7432
H -25.3387 8.9604 3.3324
H -24.4380 9.1684 1.7613
C -17.2156 9.3716 3.1798
F -16.1229 9.4595 2.3910
F -18.0951 10.2019 2.6149
F -17.6900 8.1222 3.1452
S -16.8422 9.9129 5.0186
O -15.6630 9.0934 5.4323
O -16.4754 11.3418 4.8501
O -18.0927 9.5971 5.7240
*
```